Below is C37H48BiClN6O3S2 as an isolated structure, with properties calculated with ωB97M-V/def2-TZVPD.

The geometry in XYZ format:
```
98
Properties=species:S:1:pos:R:3:forces:R:3:lowdin_charge:R:1
Bi 2.27798 0.34851 0.46708 0.41 0.01 0.29 1.581
C 1.28142 -1.99181 2.32279 0.01 0.01 0.03 -0.181
C 0.57910 -1.80252 3.45974 0.00 0.05 0.02 -0.094
C 1.23652 -0.77031 4.26083 -0.09 -0.06 0.03 -0.101
C 2.32497 -0.32595 3.60284 0.01 0.08 -0.08 -0.159
C 2.42439 -1.04722 2.30952 0.14 0.01 -0.16 -0.435
H 1.07782 -2.71616 1.54339 -0.01 0.07 0.08 0.098
H -0.30112 -2.35609 3.76499 0.07 0.03 -0.04 0.104
H 0.91922 -0.46533 5.25095 0.05 0.00 -0.09 0.104
H 3.05021 0.39808 3.95248 -0.09 -0.06 -0.03 0.112
H 3.41090 -1.48837 2.13703 -0.10 0.07 -0.01 0.085
S 0.76797 2.24297 2.00321 -0.15 0.10 -0.05 0.657
C -0.69217 1.44900 2.23584 0.09 0.07 0.14 -0.658
N -1.41891 1.57015 3.32515 0.00 -0.24 -0.01 -0.063
C -2.70962 0.88037 3.40344 0.08 -0.06 0.07 -0.076
C -3.44716 1.08107 2.11547 -0.05 0.09 -0.06 -0.071
N -2.60323 0.62324 1.00529 0.13 0.27 0.00 -0.084
C -3.34476 0.15757 -0.17524 -0.03 -0.27 0.06 -0.105
C -4.06951 -1.13813 0.10222 0.00 -0.05 -0.04 -0.237
C -5.37147 -1.31011 -0.35185 0.00 -0.01 -0.03 -0.034
C -6.02961 -2.51597 -0.14425 0.01 -0.01 0.02 -0.057
C -5.39325 -3.54669 0.53358 -0.03 0.02 -0.01 -0.064
C -4.09680 -3.37254 1.00255 0.03 -0.01 0.02 -0.063
C -3.43360 -2.17358 0.78422 0.01 0.01 -0.01 -0.050
C -1.28829 0.63398 1.09602 -0.26 -0.18 -0.03 -0.613
S -0.34712 -0.20677 -0.02627 -0.16 0.05 -0.02 0.670
C -0.98436 2.30149 4.53681 -0.12 0.10 0.04 -0.096
C -2.01741 3.31156 4.96449 0.03 0.04 0.03 -0.239
C -2.20556 4.46956 4.21342 -0.02 -0.02 -0.05 -0.036
C -3.14224 5.41196 4.60869 0.00 -0.01 -0.02 -0.062
C -3.89165 5.20588 5.76145 0.01 -0.01 0.00 -0.062
C -3.70552 4.05599 6.51449 -0.02 0.01 0.00 -0.058
C -2.77020 3.10968 6.11540 0.00 0.00 0.00 -0.047
H -3.27584 1.30395 4.22676 0.00 0.04 0.05 0.133
H -2.54716 -0.18373 3.59623 0.04 -0.01 0.01 0.147
H -3.73723 2.12438 1.96630 0.06 0.02 -0.02 0.153
H -4.34587 0.46598 2.11106 -0.02 -0.01 -0.05 0.146
H -2.64381 0.04568 -0.99799 0.05 0.06 -0.03 0.082
H -4.06002 0.94071 -0.43280 0.02 0.04 0.04 0.143
H -5.87439 -0.50169 -0.87376 0.02 -0.05 0.03 0.119
H -7.04299 -2.64560 -0.50366 0.05 0.01 0.02 0.115
H -5.90989 -4.48308 0.70346 0.02 0.04 -0.01 0.114
H -3.60242 -4.17462 1.53827 -0.03 0.05 -0.04 0.111
H -2.41514 -2.04361 1.14102 -0.05 -0.04 -0.02 0.093
H -0.04276 2.78753 4.31305 0.09 -0.05 -0.04 0.082
H -0.81565 1.56630 5.32623 -0.03 -0.07 -0.06 0.133
H -1.60625 4.63802 3.32260 -0.02 0.00 0.05 0.116
H -3.27953 6.31485 4.02715 0.00 -0.02 0.02 0.112
H -4.61307 5.94810 6.07723 0.01 -0.02 -0.01 0.114
H -4.28278 3.89727 7.41633 0.02 0.01 -0.02 0.114
H -2.61792 2.21652 6.71323 0.01 0.03 -0.02 0.119
Cl 7.31475 2.46378 -1.49637 -0.13 -0.03 0.00 0.610
C 6.70816 1.32707 -0.26786 -0.02 0.10 -0.07 -0.461
C 5.21895 1.03888 -0.34048 -0.09 0.06 -0.24 -0.695
O 4.77676 0.35295 0.61762 -0.27 -0.03 -0.08 -0.154
O 4.50856 1.44976 -1.29913 0.18 -0.20 0.41 -0.138
H 6.93929 1.73417 0.71069 0.02 0.01 0.05 0.091
H 7.24673 0.39204 -0.38822 0.03 -0.06 0.01 0.093
C -1.60990 -2.22352 -3.27182 0.02 0.02 -0.03 -0.066
C -0.66500 -3.41732 -3.35251 0.04 0.06 -0.04 -0.190
N 0.33445 -3.28988 -4.40930 0.05 0.12 0.03 -0.047
C -0.10828 -3.45495 -5.80216 0.00 0.14 0.00 -0.180
C -0.26324 -2.14066 -6.55764 -0.01 -0.04 0.03 -0.064
C 1.64416 -3.02363 -4.21970 -0.09 -0.14 -0.02 -0.429
O 2.44741 -2.90452 -5.13172 -0.05 0.02 0.07 0.088
C 2.20831 -2.91658 -2.81826 -0.02 -0.02 -0.09 -0.097
C 3.17784 -3.83640 -2.43178 0.02 -0.07 -0.02 0.045
C 3.86890 -3.64798 -1.24855 0.04 -0.02 -0.03 0.001
C 3.59279 -2.52990 -0.48534 -0.12 0.11 -0.11 -0.108
N 2.65034 -1.64787 -0.84588 0.00 -0.12 -0.07 -0.090
C 1.97225 -1.83957 -1.99098 0.02 0.19 0.11 -0.099
H -2.31241 -2.35647 -2.44600 0.02 0.00 0.00 0.070
H -2.18916 -2.12366 -4.19164 0.03 0.02 0.06 0.075
H -1.05395 -1.29382 -3.11562 -0.04 -0.04 0.00 0.059
H -1.24379 -4.32015 -3.54926 0.02 -0.08 0.01 0.126
H -0.15992 -3.57022 -2.40085 0.05 0.00 0.03 0.112
H -1.05197 -3.99850 -5.77223 -0.01 -0.02 0.02 0.123
H 0.62717 -4.07591 -6.30982 0.01 -0.05 -0.01 0.126
H -0.98391 -1.47952 -6.07340 0.02 -0.02 -0.02 0.062
H -0.61554 -2.34261 -7.57011 0.02 0.02 0.03 0.084
H 0.69755 -1.63282 -6.62762 -0.01 0.01 0.00 0.071
H 3.40084 -4.67679 -3.07735 0.01 0.02 0.01 0.143
H 4.63827 -4.33844 -0.93326 -0.02 0.00 0.01 0.126
H 4.15202 -2.31000 0.41386 -0.04 -0.02 -0.01 0.106
H 1.25596 -1.06832 -2.26197 0.00 -0.05 0.04 0.085
N 4.42934 3.22270 -3.18971 0.00 0.06 -0.04 0.158
C 3.08724 3.89475 -3.09384 -0.13 0.00 0.09 -0.130
C 2.09346 3.07824 -2.26609 0.11 -0.16 -0.08 -0.271
N 1.85043 1.70577 -2.70292 0.21 0.12 0.00 0.004
H 5.18877 3.89879 -3.21244 0.04 0.06 -0.05 0.143
H 4.50728 2.65971 -4.03351 0.00 -0.02 -0.05 0.163
H 4.61822 2.56012 -2.36860 0.00 -0.03 0.06 0.056
H 2.71647 4.06162 -4.10283 0.05 0.00 -0.06 0.128
H 3.23642 4.86448 -2.62247 0.04 0.01 -0.02 0.131
H 1.15030 3.62390 -2.27084 -0.02 0.02 0.02 0.124
H 2.44683 3.05412 -1.23326 -0.05 -0.03 0.00 0.084
H 2.70999 1.16566 -2.68525 -0.03 0.00 0.01 0.036
H 1.46662 1.67106 -3.63999 -0.07 -0.02 0.00 0.085
```
Positions in Å, forces in eV/Å.

Frontier orbital gap ... 0.2527 Eh
Total charge ... +2
HOMO ... -12.9 eV

Below is a 2-piece molecular cluster, C3H5NO2 overall at a distorted geometry, with properties calculated with ωB97M-V/def2-TZVPD.

The geometry in XYZ format:
```
11
Properties=species:S:1:pos:R:3:forces:R:3:lowdin_charge:R:1
C 1.25564 1.36879 -0.11766 -0.23 0.51 -0.40 -0.179
N -1.20810 -0.32171 -0.78082 0.06 0.29 -0.23 0.003
O 0.45525 0.26705 0.14010 -0.03 0.13 0.29 -0.189
O -2.26639 0.27723 -0.15575 0.65 0.09 0.17 -0.004
C -0.88854 -1.51283 -0.28373 0.95 -0.43 0.78 -0.215
C -0.10177 -2.25114 0.29270 -0.99 -0.16 -0.60 0.182
H -2.14689 0.13278 0.80208 -0.18 -0.16 -0.09 0.116
H 1.57839 1.84825 0.82047 -0.20 -0.13 -0.04 0.081
H 0.67117 2.12633 -0.66957 0.19 -0.10 0.10 0.093
H 2.15429 1.11964 -0.69986 -0.19 -0.04 -0.05 0.073
H 0.49693 -3.05440 0.65205 -0.03 0.00 0.08 0.040
```
Positions in Å, forces in eV/Å.

Frontier orbital gap (spin up / spin down) ... 0.3286 / 0.3141 Eh
Total charge ... 0
HOMO (spin up / spin down) ... -9.9 / -9.4 eV

Below is a 17-piece molecular cluster, C4H40O17 overall at a distorted geometry, with properties calculated with ωB97M-V/def2-TZVPD.

The geometry in XYZ format:
```
61
Properties=species:S:1:pos:R:3:forces:R:3:lowdin_charge:R:1
C 0.76150 -1.75868 3.04238 -0.50 -1.37 1.22 -0.225
C -0.61531 -1.63503 2.34770 -1.54 0.11 -3.04 -0.318
C -0.32355 -1.17904 0.80532 0.53 1.25 1.72 -0.051
C -1.40427 -0.43739 2.90021 -0.28 -2.58 3.97 -0.091
O 1.65155 -2.54553 2.79683 -0.61 0.43 -0.79 0.040
H 0.88909 -1.13001 3.96446 -0.19 0.12 -0.72 0.125
H -1.44317 -2.52867 2.19366 2.76 2.13 1.21 0.174
H -1.24729 -0.92165 0.26945 -0.06 0.66 0.73 0.080
H 0.05315 -1.85906 0.06456 1.03 -0.51 0.46 0.017
H 0.38429 -0.28192 1.01217 -1.19 -1.20 -1.19 0.109
H -1.37550 0.39796 2.28794 -0.51 1.38 -1.16 0.003
H -0.98638 -0.12899 3.91647 -0.36 -0.25 -1.12 0.098
H -2.40977 -0.86606 3.19235 0.71 1.28 -0.75 0.107
H 0.28261 4.52134 -2.35905 -0.31 -0.42 0.53 0.100
H 0.22825 3.76852 -0.93180 0.12 0.18 -1.33 0.062
O -0.21949 3.86346 -1.84210 0.50 0.76 1.02 -0.081
H -1.83479 -3.83730 -2.36340 0.12 0.21 0.50 0.077
H -1.61558 -3.25336 -0.92602 0.62 -0.74 1.16 -0.004
O -1.98571 -3.08520 -1.77464 -0.70 0.34 -1.40 -0.021
H 4.18481 -0.78417 -2.02224 -1.97 1.31 2.86 0.180
H 3.70397 -1.30958 -0.65364 0.32 -1.18 0.78 -0.055
O 3.57261 -0.52037 -1.18662 2.60 0.56 -4.26 -0.091
H 0.52555 3.47552 0.94379 -4.08 -0.93 3.67 -0.085
H 1.87309 2.92294 0.59199 2.34 -2.14 0.49 -0.044
O 1.24161 3.55750 0.42815 2.08 3.57 -4.68 0.028
H 2.11590 -3.69105 -1.99967 0.25 0.19 -1.20 0.055
H 1.12110 -2.50448 -1.65401 -1.61 5.41 -2.13 -0.083
O 1.44453 -3.30426 -1.46578 1.50 -6.02 3.23 0.015
H 2.20919 -0.83019 -1.77403 -2.83 1.11 -0.03 0.036
H 0.79446 -0.00438 -1.51596 -0.21 0.84 0.39 0.000
O 1.16565 -0.75064 -1.96058 2.18 -1.51 -0.71 -0.118
H 0.43027 1.29320 -3.32243 0.78 0.10 -0.43 0.037
H -0.36989 2.41187 -2.47540 0.64 -0.38 -0.50 -0.008
O -0.33950 1.48342 -2.81122 -1.39 -0.19 0.72 -0.063
H -2.15006 -1.39168 -2.30576 0.90 0.01 -0.10 -0.004
H -1.60419 0.12618 -2.73536 0.93 -0.17 0.20 -0.009
O -2.31941 -0.50104 -2.63941 -1.64 -0.02 -0.37 -0.067
H 3.09086 -3.05919 -0.34110 -1.59 -0.51 0.28 0.012
H 3.80520 -2.29963 0.90661 -0.33 -1.39 -1.69 0.121
O 3.89546 -2.67091 -0.02904 1.66 0.97 2.40 -0.026
H -4.12358 1.42311 -1.21072 -0.22 -1.31 -0.43 0.028
H -3.81515 -0.07076 -1.77388 0.54 0.66 -0.37 0.001
O -4.27696 0.45663 -1.10307 -0.60 0.83 0.91 -0.085
H -2.66220 2.30860 -0.01967 -0.25 -0.54 0.67 0.045
H -2.92461 0.82672 0.39634 0.00 1.37 0.35 0.064
O -2.69575 1.72720 0.77657 0.16 -0.60 -1.20 -0.086
H -2.90048 2.64846 -2.48424 0.70 -4.39 -2.09 -0.046
H -2.10137 3.77377 -1.88055 -0.53 -0.22 -0.48 0.021
O -2.99502 3.46949 -2.15328 -0.17 4.44 2.50 -0.007
H 0.57455 1.39390 3.03149 -3.31 0.20 0.28 -0.056
H 1.67034 1.91671 2.13213 -0.16 -0.94 1.55 0.023
O 1.48187 1.42744 2.97964 3.57 0.47 -1.44 -0.035
H 0.24577 -3.61184 0.90848 -1.04 -0.69 -0.41 0.051
H -0.78632 -3.98615 1.85677 -0.62 -0.51 2.37 -0.012
O -0.66945 -3.99956 0.94393 1.89 -0.21 -2.57 -0.059
H 3.97255 1.10732 0.93024 -2.88 2.50 -0.80 0.163
H 2.87042 1.08582 -0.07217 -0.75 -0.99 -1.67 -0.015
O 3.13862 1.68742 0.59038 3.82 -1.57 2.32 -0.079
H -1.02830 3.90991 2.13759 -1.01 0.13 0.03 0.079
H -1.27129 2.42208 1.52189 -1.97 -0.44 -0.64 -0.013
O -0.70134 3.03957 1.94886 2.12 0.43 1.16 -0.014
```
Positions in Å, forces in eV/Å.

Frontier orbital gap ... 0.3715 Eh
Total charge ... 0
HOMO ... -10.3 eV

| no. | E (Eh) |
| --- | --- |
| 1 | -3463.71758 |
| 2 | -322.26635 |
| 3 | -1455.36616 |